# 1
87
Properties=species:S:1:pos:R:3:forces:R:3 method="wB97M-V/def2-TZVPD" spin_multiplicity=4 total_charge=-2 fmax_ev_per_a=0.40 de_lowest_kcal_mol=0.0 lumo_energy_ev="3.8400 / 3.0814" gap_ev="4.97 / 6.22" s2=3.771
Ti 1.373 -0.161 -0.238 0.0 0.4 0.1
O 0.492 -0.131 1.516 0.0 0.0 -0.2
N 1.006 0.636 2.504 0.0 0.0 0.0
N 1.938 1.456 1.981 0.0 0.1 0.1
O 2.284 1.344 0.669 0.0 -0.3 0.0
C 2.723 2.225 2.801 0.0 0.0 -0.1
C 2.447 2.313 4.178 0.0 0.0 0.0
C 3.241 3.108 4.983 0.0 0.0 0.0
C 4.313 3.824 4.461 0.0 0.0 0.0
C 4.584 3.724 3.099 0.0 0.0 0.0
C 3.809 2.939 2.267 0.0 0.0 0.0
H 1.615 1.756 4.583 0.0 0.0 0.0
H 3.018 3.167 6.042 0.0 0.0 0.0
H 4.929 4.441 5.103 0.0 0.0 0.0
H 5.422 4.264 2.675 0.0 0.0 0.0
H 4.027 2.847 1.214 0.0 0.0 0.0
C -4.006 -2.552 0.213 0.0 0.0 0.0
Si -2.138 -2.312 -0.029 -0.1 0.0 0.0
C -1.584 -3.546 -1.334 0.1 0.0 0.0
C -1.297 -2.791 1.574 0.1 0.0 0.0
Ge -1.888 0.001 -0.664 0.0 0.0 0.1
Si -2.396 1.421 1.219 0.0 0.0 0.0
C -4.153 2.101 0.991 0.0 0.0 0.0
C -2.444 0.499 2.856 0.1 0.0 0.0
C -1.283 2.917 1.357 0.0 0.0 -0.1
Si -3.465 0.507 -2.414 0.0 -0.1 -0.1
C -5.265 0.289 -1.863 0.0 0.0 0.0
C -3.310 -0.632 -3.906 0.0 0.0 0.0
C -3.286 2.315 -2.948 0.0 0.0 0.0
H -4.197 -3.513 0.700 0.0 0.0 0.0
H -4.528 -2.553 -0.746 0.0 0.0 0.0
H -4.444 -1.766 0.834 0.0 0.0 0.0
H -2.021 -4.525 -1.110 0.0 0.0 0.0
H -0.496 -3.656 -1.310 0.0 0.0 0.0
H -1.880 -3.257 -2.344 0.0 0.0 0.0
H -1.452 -3.860 1.751 0.0 0.0 0.0
H -1.679 -2.233 2.427 0.0 0.0 0.0
H -0.226 -2.597 1.508 0.0 0.0 0.0
H -4.901 1.305 0.983 0.0 0.0 0.0
H -4.251 2.674 0.066 0.0 0.0 0.0
H -4.382 2.771 1.826 0.0 0.0 0.0
H -3.149 -0.336 2.832 0.0 0.0 0.0
H -2.759 1.184 3.650 0.0 0.0 0.0
H -1.452 0.117 3.097 0.0 0.0 0.0
H -1.234 3.476 0.421 0.0 0.0 0.0
H -0.265 2.633 1.616 0.0 0.0 0.0
H -1.665 3.576 2.143 0.0 0.0 0.0
H -5.445 -0.699 -1.438 0.0 0.0 0.0
H -5.913 0.398 -2.739 0.0 0.0 0.0
H -5.568 1.033 -1.127 0.0 0.0 0.0
H -3.605 -1.649 -3.629 0.0 0.0 0.0
H -2.295 -0.671 -4.301 0.0 0.0 0.0
H -3.981 -0.294 -4.703 0.0 0.0 0.0
H -4.207 2.865 -2.733 0.0 0.0 0.0
H -3.081 2.390 -4.017 0.0 0.0 0.0
H -2.470 2.813 -2.421 0.0 0.0 0.0
O 0.575 3.291 -1.320 0.1 0.1 0.0
H 0.272 2.363 -1.328 -0.1 -0.1 0.0
H 1.390 3.228 -0.803 0.0 0.0 0.0
Br 6.859 -2.423 4.235 0.0 0.0 0.0
C 5.467 -2.634 2.952 -0.1 0.0 0.0
C 4.371 -1.790 2.999 0.1 0.0 0.0
C 3.366 -1.955 2.058 0.0 -0.1 -0.2
C 3.456 -2.954 1.092 0.0 0.0 0.0
C 4.563 -3.796 1.077 -0.1 0.0 0.0
C 5.582 -3.636 2.001 0.0 0.0 0.1
C 2.365 -3.156 0.059 0.2 0.1 0.1
O 2.215 -4.249 -0.460 0.0 -0.1 -0.1
O 1.650 -2.114 -0.190 -0.1 0.1 -0.1
H 4.300 -1.012 3.746 0.0 0.0 0.0
H 2.492 -1.318 2.093 0.0 0.0 0.0
H 4.612 -4.573 0.326 0.0 0.0 0.0
H 6.454 -4.275 1.985 0.0 0.0 0.0
I 3.635 -0.109 -2.234 0.0 -0.1 -0.1
I 6.135 1.611 -3.265 0.0 0.0 0.1
N -0.183 0.418 -1.369 0.1 -0.1 0.0
C -0.061 0.116 -2.752 0.0 -0.1 0.0
C 0.199 -1.189 -3.188 0.0 0.0 0.0
C 0.338 -1.482 -4.534 0.0 0.0 0.0
C 0.211 -0.481 -5.487 0.0 0.0 0.0
C -0.037 0.820 -5.070 0.0 0.0 0.0
C -0.168 1.117 -3.722 0.0 0.0 0.0
H 0.326 -1.969 -2.447 0.0 0.0 0.0
H 0.560 -2.499 -4.835 0.0 0.0 0.0
H 0.328 -0.705 -6.541 0.0 0.0 0.0
H -0.111 1.618 -5.799 0.0 0.0 0.0
H -0.319 2.141 -3.406 0.0 0.0 0.0



# 2
74
Properties=species:S:1:pos:R:3:forces:R:3 method="wB97M-V/def2-TZVPD" smiles=CNC[C@@H](Cc1ccccc1)NC[C@@H](CC1CCCCC1)NCCCc1ccccc1 total_charge=0 fmax_ev_per_a=0.56 de_lowest_kcal_mol=7.4 lumo_energy_ev=0.7649 gap_ev=8.98
C -0.974 -2.646 3.126 0.1 0.0 0.0
N -1.394 -3.664 2.185 0.2 -0.4 -0.1
C -2.012 -3.155 0.980 0.2 0.1 -0.1
C -1.067 -2.437 -0.012 -0.3 -0.4 0.3
C -0.197 -3.473 -0.777 -0.1 0.3 0.3
C 1.214 -3.015 -0.998 0.1 -0.1 -0.1
C 1.672 -2.640 -2.255 -0.1 0.0 0.0
C 2.977 -2.215 -2.437 0.1 0.0 -0.1
C 3.852 -2.176 -1.364 0.1 0.0 -0.1
C 3.410 -2.561 -0.109 0.1 0.0 0.1
C 2.101 -2.967 0.073 0.0 0.0 -0.1
N -1.884 -1.602 -0.866 -0.2 -0.1 -0.3
C -1.229 -0.501 -1.541 0.1 0.2 0.0
C -0.843 0.644 -0.589 -0.2 0.1 0.1
C -1.909 0.878 0.492 -0.1 0.0 -0.5
C -3.329 1.119 -0.022 0.3 0.3 0.4
C -4.295 1.202 1.163 -0.2 -0.3 -0.3
C -5.730 1.415 0.692 0.1 0.3 0.2
C -5.833 2.689 -0.141 -0.1 -0.3 -0.2
C -4.876 2.619 -1.326 0.1 0.3 0.2
C -3.442 2.399 -0.852 -0.2 -0.3 -0.2
N 0.432 0.375 0.077 0.2 -0.3 -0.2
C 1.188 1.559 0.448 0.1 0.2 0.0
C 1.904 2.269 -0.712 -0.2 -0.2 0.1
C 3.163 1.524 -1.181 -0.2 0.2 0.1
C 4.287 1.689 -0.200 0.0 -0.1 -0.1
C 5.097 2.818 -0.248 0.0 0.0 0.0
C 6.115 2.998 0.671 0.0 0.1 0.0
C 6.336 2.051 1.656 0.1 0.0 0.1
C 5.534 0.924 1.714 0.1 0.0 0.1
C 4.517 0.746 0.793 0.0 0.0 0.0
H -0.571 -3.139 4.011 0.0 0.1 0.1
H -0.217 -1.949 2.739 0.0 0.1 0.0
H -1.849 -2.068 3.422 0.0 0.1 0.1
H -0.604 -4.258 1.945 -0.1 0.0 0.1
H -2.791 -2.449 1.278 0.0 0.0 -0.1
H -2.496 -3.996 0.474 -0.1 0.1 -0.1
H -0.416 -1.763 0.551 0.0 -0.1 0.0
H -0.172 -4.401 -0.199 0.0 -0.1 -0.1
H -0.674 -3.697 -1.734 0.0 -0.1 0.0
H 1.003 -2.687 -3.104 -0.1 0.0 0.0
H 3.314 -1.921 -3.420 0.0 0.0 -0.1
H 4.871 -1.848 -1.505 0.1 0.0 0.0
H 4.092 -2.554 0.729 0.0 0.0 0.1
H 1.764 -3.263 1.056 -0.1 0.0 0.1
H -2.392 -2.175 -1.532 0.0 0.1 0.0
H -0.324 -0.810 -2.094 -0.1 0.1 0.0
H -1.939 -0.109 -2.274 0.1 0.0 0.0
H -0.763 1.552 -1.211 0.0 -0.1 0.0
H -1.602 1.732 1.099 0.0 0.0 0.1
H -1.916 0.001 1.139 0.0 -0.1 0.1
H -3.623 0.266 -0.639 0.0 0.0 0.0
H -4.001 2.030 1.812 0.1 0.1 0.1
H -4.233 0.282 1.748 0.1 0.0 0.1
H -6.399 1.477 1.553 -0.1 -0.1 0.0
H -6.042 0.561 0.086 -0.1 -0.1 0.0
H -6.857 2.824 -0.495 0.0 0.1 0.0
H -5.576 3.550 0.481 0.0 0.1 0.0
H -4.937 3.541 -1.909 0.0 0.0 -0.1
H -5.171 1.793 -1.978 0.0 0.0 -0.1
H -3.127 3.251 -0.243 0.1 0.1 0.0
H -2.782 2.347 -1.719 0.1 0.1 0.0
H 1.015 -0.212 -0.513 0.0 0.0 0.0
H 1.928 1.258 1.195 -0.1 0.2 0.1
H 0.499 2.258 0.927 0.1 0.0 0.1
H 2.186 3.275 -0.393 0.0 0.1 -0.1
H 1.213 2.369 -1.552 0.0 0.1 0.0
H 3.468 1.927 -2.150 0.0 -0.1 0.0
H 2.935 0.464 -1.313 0.0 0.0 -0.1
H 4.929 3.560 -1.017 0.0 0.1 -0.1
H 6.738 3.879 0.618 0.0 0.1 0.0
H 7.132 2.189 2.373 0.1 0.0 0.1
H 5.702 0.181 2.480 0.0 -0.1 0.1
H 3.898 -0.137 0.838 -0.1 -0.1 0.0



# 3
93
Properties=species:S:1:pos:R:3:forces:R:3 method="wB97M-V/def2-TZVPD" total_charge=0 fmax_ev_per_a=1.77 lumo_energy_ev=-4.7960 gap_ev=1.97
C 0.790 2.030 0.728 -0.7 0.2 -0.5
C -0.366 2.212 -0.264 0.6 0.3 -0.2
C -0.153 1.383 -1.528 -0.3 0.3 0.2
F -0.659 2.136 -2.628 -0.1 -0.2 0.0
Si -1.057 -0.295 -1.600 -0.4 -0.7 -0.2
C -2.354 -0.563 -0.274 0.5 -0.4 -0.1
O -0.052 -1.643 -1.581 0.0 1.0 0.0
C 1.314 -1.467 -1.969 -0.1 -0.8 0.1
C 2.194 -1.308 -0.738 -0.3 0.0 0.1
C 3.504 -0.648 -1.097 -0.4 0.0 -0.3
O 2.432 -2.585 -0.154 -0.3 -0.2 0.3
H 0.719 1.065 1.220 0.3 0.0 0.3
H 1.721 2.126 0.179 0.3 -0.2 0.0
H 0.775 2.861 1.424 0.0 -0.2 0.4
H -0.326 3.249 -0.589 0.0 0.2 -0.1
H -1.340 2.068 0.194 -0.1 -0.2 0.1
H 0.921 1.326 -1.695 0.1 -0.1 -0.1
H -1.760 -0.331 -2.907 0.1 0.1 -0.1
H -2.095 -1.481 0.252 0.1 -0.1 0.1
H -2.424 0.212 0.479 -0.2 0.2 0.0
H -3.310 -0.763 -0.745 -0.3 0.3 0.0
H 1.617 -2.400 -2.442 0.1 -0.1 -0.2
H 1.464 -0.681 -2.710 -0.2 0.3 0.1
H 1.626 -0.727 -0.008 0.1 0.3 0.0
H 3.306 0.405 -1.280 0.1 0.2 0.1
H 4.253 -0.767 -0.326 0.1 0.0 0.1
H 3.852 -1.064 -2.040 0.3 -0.1 0.0
H 1.647 -2.804 0.375 0.4 0.0 -0.2
Cl -0.916 -6.810 0.443 -0.1 -0.2 0.0
C 0.757 -7.269 0.457 -0.1 0.0 0.1
C 1.185 -8.480 0.979 0.2 0.1 0.0
Cl 0.065 -9.621 1.666 1.6 0.5 -0.3
C 2.529 -8.812 0.989 0.1 -0.1 0.1
C 3.455 -7.919 0.498 0.0 0.1 -0.3
C 3.035 -6.692 -0.010 -0.2 -0.3 -0.2
C 1.685 -6.375 -0.047 0.2 0.0 -0.1
H 2.852 -9.755 1.406 -0.1 0.0 0.1
H 4.507 -8.161 0.536 0.0 0.0 0.0
H 3.760 -5.984 -0.382 0.0 0.0 -0.1
H 1.363 -5.419 -0.437 -0.1 0.0 0.0
C -1.792 -1.643 -5.934 0.8 -0.3 0.1
C -3.067 -1.018 -6.079 -0.8 0.5 -0.4
C -3.347 -0.439 -7.450 0.3 0.0 -0.4
O -4.406 0.060 -7.754 -0.1 0.0 0.2
C -2.263 -0.491 -8.423 -0.7 0.3 0.1
C -0.983 -1.106 -8.274 0.8 -0.5 0.5
C -0.746 -1.782 -6.940 -0.3 -0.1 0.3
O 0.258 -2.406 -6.682 0.1 0.0 -0.2
O -0.119 -1.121 -9.122 -0.1 0.2 -0.3
O -3.902 -0.938 -5.206 0.1 -0.2 0.3
H -1.532 -2.088 -4.977 -0.2 0.1 0.1
H -2.497 0.000 -9.362 0.1 -0.1 -0.1
Cs -2.588 -10.322 2.165 -1.7 -0.3 0.4
Be 4.000 -5.303 2.074 0.2 0.4 0.6
C -3.544 5.985 3.569 0.1 0.1 0.1
C -2.019 5.938 3.583 -0.1 0.0 -0.1
C -1.449 4.586 3.161 0.1 0.0 0.0
C -1.830 3.411 4.063 -0.1 0.0 0.0
C -1.436 3.572 5.531 0.1 -0.1 0.0
C 0.071 3.686 5.744 -0.1 0.1 0.1
H -3.977 5.274 4.274 0.0 0.0 0.0
H -3.901 6.979 3.845 0.0 0.0 0.0
H -3.931 5.756 2.573 0.0 0.0 0.0
H -1.653 6.209 4.577 0.0 0.0 0.0
H -1.637 6.701 2.899 0.0 0.0 0.0
H -0.360 4.663 3.105 0.0 0.0 0.0
H -1.786 4.361 2.143 0.0 0.0 0.0
H -1.360 2.504 3.668 0.0 0.0 0.0
H -2.909 3.238 4.004 0.0 0.0 0.0
H -1.805 2.704 6.084 0.0 0.0 0.0
H -1.935 4.443 5.963 0.0 0.0 0.0
H 0.587 2.806 5.354 0.0 0.0 0.0
H 0.303 3.766 6.806 0.0 0.0 0.0
H 0.483 4.568 5.252 0.0 0.0 0.0
F 4.437 -7.939 6.136 0.1 -0.1 -0.1
As 2.774 -7.468 6.033 0.1 0.1 0.1
F 3.251 -5.865 5.571 0.0 0.1 -0.1
F 2.782 -7.008 7.700 0.0 0.0 0.1
F 1.101 -7.006 5.904 -0.2 0.0 -0.1
F 2.287 -9.079 6.466 -0.1 -0.1 0.0
F 2.755 -7.932 4.341 -0.1 0.0 -0.2
C 0.985 6.413 -1.723 0.1 0.0 0.0
O 1.202 5.397 -1.091 0.0 -0.1 0.1
N -0.107 6.618 -2.483 0.0 0.1 -0.1
C -0.314 7.850 -3.218 -0.1 -0.2 0.0
C -1.105 5.563 -2.562 0.2 0.0 0.1
H 1.682 7.268 -1.725 0.0 0.0 0.0
H -1.234 8.335 -2.886 0.0 0.1 -0.1
H -0.390 7.641 -4.287 0.0 0.1 0.0
H 0.520 8.528 -3.051 0.0 0.0 0.0
H -1.497 5.345 -1.568 0.0 0.0 0.0
H -0.659 4.651 -2.958 -0.1 0.0 0.0
H -1.919 5.881 -3.209 0.0 0.0 0.0